1.
A structure of composition C20H46ErO2P4, computed with wB97M-V/def2-TZVPD.

XYZ file:
```
73
Properties=species:S:1:pos:R:3:forces:R:3
Er -0.035537 -0.116049 0.004737 -0.7 2.6 2.1
P 0.715003 -2.322172 -1.099933 0.5 -1.7 0.0
P 2.683176 0.146987 1.047454 1.2 0.1 0.5
P -2.808764 0.384464 -0.353036 -1.5 0.2 -0.2
H 1.867376 3.197104 -0.240423 -0.1 0.5 0.3
C 0.840941 3.508630 -0.037165 -0.4 -0.8 0.3
C 0.251267 3.386952 1.163601 -0.1 -0.7 -0.6
H 0.801453 3.058606 2.055380 -0.2 0.3 -0.4
C 1.663010 -2.467406 -2.620383 0.1 -0.4 -0.8
C 1.543045 -3.450485 0.077394 -0.1 0.0 -0.1
C -0.925021 -3.073479 -1.403482 0.0 0.2 -0.1
C 3.293446 1.628356 1.944980 -0.3 0.3 -0.1
C 3.129928 -1.121450 2.296693 -0.2 -0.3 0.0
C 4.055774 -0.083589 -0.146337 -0.2 0.0 -0.4
C -3.453384 1.932686 0.403571 0.4 0.2 0.1
C -3.819137 -0.910861 0.467024 0.2 -0.2 0.2
C -3.644734 0.435191 -1.990161 0.4 0.0 0.0
H 0.282848 3.816120 -0.916228 0.0 0.1 0.1
H -0.834550 3.526301 1.256723 0.6 0.4 0.2
H 1.485774 -3.497846 -2.974877 0.3 0.3 0.0
H 2.736432 -2.323720 -2.414987 -0.4 -0.1 -0.1
H 1.341015 -1.785213 -3.430920 0.1 -0.4 0.5
H 1.420340 -4.468804 -0.300609 0.1 0.0 0.1
H 1.094393 -3.375468 1.076469 0.0 -0.1 -0.3
H 2.607393 -3.200127 0.149378 -0.2 -0.1 -0.1
H -0.735128 -4.005871 -1.938867 -0.3 -0.1 0.0
H -1.561629 -2.417853 -2.016596 0.2 -0.2 0.0
H -1.445285 -3.280159 -0.459320 0.2 -0.1 -0.2
H 4.394377 1.625031 1.959941 -0.4 0.0 0.0
H 2.926989 1.609225 2.980207 0.1 0.1 -0.3
H 2.925185 2.538007 1.454339 0.3 -0.1 0.2
H 4.204341 -1.344881 2.250085 -0.3 0.1 0.1
H 2.573930 -2.045373 2.107076 0.3 0.1 0.2
H 2.888506 -0.747845 3.299062 0.1 -0.2 -0.2
H 5.016686 -0.079236 0.383672 -0.3 0.0 -0.1
H 4.052774 0.736409 -0.874121 0.0 -0.2 0.1
H 3.946512 -1.034848 -0.681237 0.1 0.2 0.0
H -4.424511 2.195519 -0.046773 0.4 -0.1 0.3
H -2.735790 2.743141 0.210884 -0.4 -0.1 0.0
H -3.560406 1.833959 1.493421 0.0 0.0 -0.3
H -4.888725 -0.719536 0.285303 0.4 -0.1 0.1
H -3.620183 -0.934073 1.547957 -0.2 0.1 -0.5
H -3.546494 -1.894308 0.056235 -0.2 0.2 0.1
H -4.574638 1.003068 -1.867059 0.1 -0.3 -0.1
H -3.867649 -0.595830 -2.294004 0.0 0.3 -0.1
H -3.018960 0.934817 -2.740276 -0.2 -0.2 0.1
C 0.400158 1.289343 -3.131474 -0.4 -0.3 -0.6
C 1.077325 0.695965 -4.195234 -0.4 0.1 -0.2
C 0.548878 0.857094 -5.483468 0.2 0.5 0.4
C -0.525844 1.742258 -5.653588 -0.2 -0.1 -0.2
C -1.127306 2.397339 -4.575893 0.4 0.0 0.4
C -0.688224 2.134972 -3.261735 0.2 -0.1 -0.4
O 0.730773 0.816937 -1.825719 1.2 -1.9 -0.4
H 1.131218 -0.129560 -1.969933 -0.3 2.3 -0.3
H 1.977281 0.104637 -3.999651 -0.3 0.2 -0.2
H 0.995939 0.332200 -6.339168 -0.2 0.4 0.4
H -0.914450 1.917237 -6.657860 0.1 0.0 0.3
H -1.932961 3.116047 -4.738620 0.2 -0.3 0.0
H -1.175508 2.547919 -2.370503 0.2 -0.1 -0.5
C -0.033826 0.986814 4.254954 0.1 0.2 0.6
P -0.789395 -0.455945 3.538224 0.1 0.3 -0.9
C 0.012001 -1.961898 4.024475 0.0 -0.3 0.5
C -2.531018 -0.509173 3.847822 -0.4 0.0 0.6
O -0.610041 -0.298699 2.010531 0.1 -0.3 -0.6
H -0.423969 1.899696 3.775604 0.0 -0.4 0.2
H 1.056708 0.966801 4.100950 -0.4 -0.1 0.1
H -0.250902 1.014682 5.332762 0.2 0.2 -0.2
H 0.010804 -2.005197 5.116714 0.1 -0.2 0.0
H -0.511452 -2.839470 3.629102 -0.1 0.2 0.1
H 1.045303 -2.005761 3.670963 -0.2 0.2 0.1
H -3.029070 0.364078 3.409871 0.2 -0.1 0.1
H -2.983490 -1.418197 3.437506 0.2 0.1 0.1
H -2.700313 -0.504189 4.928540 -0.1 0.0 0.0
```
Positions in Å, forces in eV/Å.

Output
Orbital gap (spin up / spin down), eV: 8.0275 / 8.1772
⟨S²⟩: 3.753
Highest occupied orbital energy (spin up / spin down), hartree: -0.6259 / -0.6259
Multiplicity: 4
Total charge: +3
LUMO energy (spin up / spin down), eV: -9.00 / -8.86
Energy relative to the best compared isomer or geometry (same formula, charge and spin), kcal/mol: 0.0
M, g mol⁻¹: 609.74

2.
A structure of composition C20H46INO12, computed with wB97M-V/def2-TZVPD.

XYZ file:
```
80
Properties=species:S:1:pos:R:3:forces:R:3
O 3.793178 -3.428765 -1.593998 -0.2 0.0 1.0
C 3.350287 -2.916957 -0.591029 -1.4 0.7 -0.5
C 2.244986 -1.906401 -0.489635 1.1 -0.7 0.4
C 1.295864 -1.533027 -1.386955 -0.5 -0.5 -1.5
C 0.371473 -0.589538 -1.006540 -0.2 0.3 0.1
C 0.436860 -0.030275 0.257190 -0.8 1.3 0.7
C -0.625413 0.980914 0.643913 -0.5 -0.2 0.5
C -2.075856 0.389189 0.653026 0.4 0.3 -0.6
C -2.112042 -1.123172 0.770423 0.2 -0.5 -0.2
O -3.384020 -1.603010 1.227854 0.1 0.1 0.1
C 1.419978 -0.385235 1.170431 0.1 0.1 0.1
C 2.312903 -1.332048 0.759234 0.8 -0.5 0.7
C 3.458590 -1.947001 1.535182 -1.5 0.7 -0.7
O 3.927847 -1.516857 2.553060 0.3 -0.8 -0.2
N 3.788915 -3.096119 0.756892 2.4 -0.1 -0.6
I 5.806384 -3.601863 0.661509 -0.2 -0.2 0.7
H 1.250858 -1.995220 -2.368228 0.0 0.1 0.0
H -0.439937 -0.248125 -1.640187 0.2 -0.2 -0.2
H -0.614724 1.834952 -0.038034 0.1 -0.2 -0.1
H -0.438449 1.398354 1.635772 0.4 -0.2 -0.1
H -2.645991 0.903779 1.429022 -0.1 -0.3 0.0
H -2.506143 0.652426 -0.317798 -0.3 0.0 0.2
H -1.927921 -1.536523 -0.227587 0.0 0.1 0.2
H -1.331368 -1.548112 1.419318 0.0 0.4 0.2
H -3.288760 -2.557959 1.300151 -0.2 0.0 0.0
H 1.506289 0.046529 2.159745 -0.2 0.1 -0.1
C -6.868951 -0.476287 1.005971 0.3 -0.2 -0.2
O -5.786306 -0.486464 0.091741 -0.2 0.0 -0.1
H -7.517899 0.364946 0.767232 0.0 0.0 0.0
H -7.438205 -1.405873 0.920138 -0.1 0.1 0.2
H -6.495992 -0.365504 2.028133 -0.2 0.0 0.1
H -5.224847 -1.238397 0.324639 0.2 0.3 0.1
C -2.666724 2.294729 -3.196514 0.3 0.0 0.0
O -1.496421 1.884496 -2.497376 -0.1 0.0 0.2
H -3.529021 1.840817 -2.712541 0.0 0.0 0.0
H -2.769070 3.382540 -3.163830 -0.1 0.0 -0.1
H -2.623511 1.963867 -4.236989 -0.1 0.1 0.0
H -0.741600 2.292623 -2.934820 0.1 -0.1 -0.2
C 4.173577 -2.814362 -5.136235 -0.1 -0.1 0.3
O 2.917746 -2.669226 -4.486961 -0.1 0.0 -0.2
H 4.138886 -2.258347 -6.070456 -0.1 0.0 0.0
H 4.974936 -2.412748 -4.510248 0.1 0.0 -0.1
H 4.372275 -3.867063 -5.354382 0.1 0.0 -0.1
H 2.963539 -3.164983 -3.663541 0.1 0.0 0.2
C -2.094642 -3.987341 -1.883893 -0.2 0.2 -0.2
O -2.527134 -2.634830 -1.998405 0.1 -0.1 0.0
H -1.432836 -4.059454 -1.022566 0.0 0.1 0.0
H -2.950717 -4.650443 -1.734831 0.1 -0.1 0.0
H -1.548431 -4.291334 -2.780169 0.1 -0.1 0.1
H -3.109773 -2.579303 -2.760659 0.0 0.1 0.0
C 1.949992 2.539905 3.789883 -0.2 0.0 0.1
O 0.977230 3.128513 2.941452 0.0 0.1 -0.2
H 2.857594 2.394784 3.208621 0.0 0.0 0.0
H 2.167052 3.190650 4.640853 0.1 -0.1 0.0
H 1.588985 1.571412 4.149561 0.2 0.0 0.1
H 0.175775 3.251890 3.456985 0.0 0.1 0.0
C 1.493642 4.500071 -4.587203 -0.1 0.0 0.1
O 0.648581 3.664015 -3.801040 -0.2 -0.2 0.2
H 1.699453 3.995093 -5.528020 -0.1 -0.1 0.1
H 0.995494 5.448740 -4.787728 0.2 0.1 -0.1
H 2.431333 4.679330 -4.060596 0.1 0.1 -0.1
H 0.478729 4.130170 -2.975958 0.1 0.1 0.0
C 5.313168 -1.243862 6.370559 -0.2 -0.1 -0.3
O 5.329725 -2.232574 5.351780 0.0 0.0 0.1
H 6.086386 -1.488393 7.095312 0.0 0.0 0.0
H 5.518370 -0.255808 5.947867 0.0 0.1 0.1
H 4.342335 -1.228701 6.875004 0.1 0.1 0.1
H 4.644218 -2.008663 4.711668 0.2 0.0 -0.1
C -5.168678 -2.339085 3.849305 -0.3 -0.2 0.1
O -5.924537 -3.047320 2.867700 0.2 0.0 0.0
H -4.184267 -2.134076 3.441655 -0.1 0.0 -0.1
H -5.662085 -1.393860 4.090496 0.2 0.1 0.1
H -5.068498 -2.946806 4.753029 0.1 0.1 0.1
H -6.790907 -3.217837 3.245463 0.0 0.0 -0.1
C 2.633295 6.037115 -1.467523 -0.3 0.1 0.1
O 1.635997 6.627738 -2.301867 0.0 -0.2 0.0
H 3.531609 5.894737 -2.062920 0.0 0.0 -0.1
H 2.862678 6.693575 -0.625497 0.1 -0.1 0.0
H 2.295132 5.067370 -1.092235 0.1 0.0 0.1
H 0.849519 6.749899 -1.762802 0.0 0.1 0.0
```
Positions in Å, forces in eV/Å.

Output
Orbital gap, eV: 8.7746
Highest occupied orbital energy, hartree: -0.3461
Multiplicity: 1
LUMO energy, eV: -0.64
M, g mol⁻¹: 619.49